Entry 1:
C14H38O24P4V | wB97M-V/def2-TZVPD

Geometry as XYZ:
```
81
Properties=species:S:1:pos:R:3:forces:R:3
O 0.089 -4.031 -0.976 -0.2 0.1 -1.2
V -0.271 -3.886 -2.496 -1.8 2.8 -0.2
O -0.972 -2.429 -2.710 1.8 -3.4 0.6
O -6.611 -5.904 -2.636 -0.8 -0.3 1.9
C -5.461 -5.796 -3.298 1.4 0.8 -3.9
O -5.613 -5.599 -4.539 -0.7 0.0 -0.3
O -4.341 -5.848 -2.814 1.0 -0.3 2.6
H -7.193 -5.787 -3.390 -0.6 0.0 -0.1
O 1.724 -7.025 -7.598 0.7 -1.0 -2.3
C 1.241 -6.552 -6.482 -1.3 2.4 4.5
O 1.758 -6.824 -5.367 1.4 -1.4 -0.1
O 0.298 -5.744 -6.478 -1.0 0.5 -1.6
H 2.447 -7.608 -7.357 0.2 -0.1 0.2
C 1.814 -3.469 6.150 -0.1 -0.2 -1.4
O 2.970 -3.064 6.849 0.7 2.3 2.1
P 3.106 -1.504 7.420 -1.1 -0.8 -0.7
O 3.498 -0.508 6.401 0.0 -0.9 1.2
O 1.603 -1.258 8.018 1.2 -1.4 -0.1
C 1.301 -0.251 8.960 0.0 1.6 -0.6
O 4.071 -1.597 8.706 -0.9 -0.6 -0.9
C 3.758 -2.451 9.825 0.1 -0.1 0.6
H 2.180 -4.125 5.361 -0.1 -0.1 0.0
H 1.352 -2.619 5.648 -0.3 0.0 0.2
H 1.089 -4.044 6.726 0.1 0.3 0.4
H 2.177 0.260 9.360 0.3 -0.4 0.2
H 0.638 -0.564 9.767 0.2 -0.5 -0.2
H 0.819 0.538 8.384 -0.4 0.1 0.2
H 4.409 -3.323 9.886 0.4 0.3 -0.3
H 2.761 -2.888 9.883 -0.3 0.5 -0.7
H 3.885 -1.836 10.716 0.1 -0.1 0.0
C 0.341 4.897 3.551 -0.4 0.9 1.5
O 1.163 5.490 2.578 -0.1 -0.1 -2.1
P 0.778 5.358 1.004 0.4 0.4 1.9
O 1.863 5.887 0.169 -0.9 -0.2 0.1
O 0.377 3.839 0.828 -1.1 2.3 -0.3
C 1.280 2.806 0.740 0.0 -2.2 -0.1
O -0.675 6.037 1.019 1.5 -0.2 -0.3
C -1.205 6.528 -0.200 -1.1 0.5 -0.3
H -0.064 5.698 4.170 0.1 0.3 0.1
H 1.005 4.342 4.213 -0.4 -0.6 -0.2
H -0.578 4.411 3.222 0.5 -0.6 -0.5
H 2.340 3.061 0.716 -0.2 0.2 0.1
H 0.987 2.244 -0.146 0.5 -0.1 -0.2
H 1.002 2.162 1.575 0.7 -0.2 0.2
H -0.554 6.485 -1.073 0.2 -0.4 0.2
H -1.463 7.580 -0.076 0.0 0.0 0.2
H -2.130 5.973 -0.361 0.1 0.0 -0.4
C 6.043 -2.420 -5.714 -0.6 -1.1 -0.4
O 6.466 -1.516 -4.714 -0.3 0.9 1.6
P 5.648 -1.283 -3.321 -0.4 -1.7 -1.0
O 4.246 -1.815 -3.397 2.3 1.1 0.8
O 6.688 -2.007 -2.232 -2.2 1.2 -3.0
C 6.227 -2.459 -0.976 1.2 0.5 1.3
O 5.786 0.309 -3.091 0.0 -1.5 -0.2
C 7.084 0.883 -3.241 0.7 0.6 -0.1
H 6.372 -2.093 -6.701 0.2 0.3 0.3
H 4.963 -2.558 -5.756 -0.1 0.4 0.2
H 6.436 -3.421 -5.535 0.3 0.1 0.1
H 5.353 -1.974 -0.543 -0.2 0.1 -0.5
H 7.104 -2.106 -0.432 -0.3 -0.6 1.2
H 6.128 -3.542 -0.894 0.0 0.1 -0.4
H 6.969 1.965 -3.302 -0.2 -0.1 0.3
H 7.597 0.602 -4.161 -0.3 -0.4 -0.1
H 7.729 0.619 -2.404 -0.1 0.0 0.1
C -7.449 0.587 -4.173 -0.4 -1.1 0.3
O -7.813 1.976 -4.177 0.2 0.9 0.8
P -8.260 2.790 -2.829 -1.9 -1.5 -1.1
O -9.213 2.008 -1.997 1.1 0.9 -0.6
O -6.925 3.197 -2.083 -0.6 1.5 -0.4
C -6.030 2.243 -1.581 1.1 -1.0 0.0
O -8.914 4.149 -3.481 2.1 -1.2 0.9
C -8.927 5.361 -2.688 -1.1 -0.1 -0.1
H -7.809 0.078 -5.067 -0.2 0.6 -0.2
H -7.886 0.028 -3.345 -0.3 0.3 0.2
H -6.389 0.337 -4.130 0.3 0.9 0.0
H -5.081 2.317 -2.111 -0.1 0.0 -0.4
H -6.409 1.230 -1.721 0.0 0.0 0.3
H -5.748 2.413 -0.542 -0.7 0.2 0.1
H -8.620 5.191 -1.656 0.1 0.0 -0.1
H -9.974 5.664 -2.711 0.0 0.0 0.3
H -8.385 6.190 -3.141 0.5 -0.5 -0.2
```
Forces are in eV/Å.

Values from the calculation:
Spin multiplicity ... 1
Net charge ... -1
HOMO-LUMO gap ... 2.717 eV
ΔE to the lowest compared entry with this formula, charge and spin ... 6.368 eV
E_HOMO ... -4.63 eV

Mulliken population analysis, charges in e, atoms 1 to 6: -0.588, 1.827, -0.587, -0.476, 0.716, -0.729

Entry 2:
C14H39BGaN2O | wB97M-V/def2-TZVPD

Geometry as XYZ:
```
58
Properties=species:S:1:pos:R:3:forces:R:3
C -4.363 -3.412 -2.004 0.1 -0.6 -0.4
C -2.849 -3.385 -1.814 -0.1 0.5 0.2
B -2.338 -2.379 -0.682 0.2 -0.2 0.4
O -1.091 -2.734 -0.131 0.1 0.2 -1.1
Ga -3.265 -0.608 -0.015 0.0 0.2 0.3
H -4.708 -2.569 -2.590 -0.1 0.3 0.1
H -4.898 -3.443 -1.061 -0.1 0.2 0.2
H -4.643 -4.308 -2.561 -0.2 -0.1 -0.1
H -2.391 -3.068 -2.756 0.2 -0.1 -0.2
H -2.484 -4.391 -1.596 0.2 -0.2 0.0
H -0.625 -3.213 -0.843 -0.1 -0.3 0.7
H -3.828 -0.784 1.500 -0.1 0.0 0.0
H -2.115 0.538 0.083 0.0 0.0 -0.1
H -4.443 -0.150 -1.024 0.0 0.1 0.0
C 5.873 -3.246 -3.799 0.0 0.0 0.0
C 4.413 -2.836 -3.670 0.1 0.1 0.0
N 3.700 -3.587 -2.658 -0.1 -0.1 0.0
C 2.255 -3.427 -2.729 -0.2 0.0 -0.1
C 1.668 -2.037 -2.469 -0.1 0.0 0.1
C 4.276 -3.548 -1.326 0.2 0.0 0.1
C 4.480 -2.177 -0.667 0.0 0.0 0.1
H 5.960 -4.323 -3.952 0.0 0.0 0.0
H 6.325 -2.742 -4.654 0.0 0.0 0.0
H 6.454 -2.976 -2.916 0.0 0.0 0.0
H 3.920 -3.025 -4.627 -0.1 0.0 0.0
H 4.363 -1.747 -3.506 0.0 0.0 0.0
H 1.800 -4.142 -2.038 0.1 0.0 0.1
H 1.943 -3.753 -3.727 0.1 0.0 0.0
H 1.704 -1.766 -1.415 0.0 0.0 0.0
H 0.616 -2.022 -2.760 0.0 0.0 0.0
H 2.173 -1.262 -3.046 0.0 0.0 0.0
H 5.245 -4.055 -1.362 0.0 0.0 -0.1
H 3.659 -4.170 -0.674 -0.1 0.0 -0.1
H 4.942 -1.460 -1.347 0.0 0.0 0.0
H 5.143 -2.280 0.194 0.0 0.0 0.0
H 3.547 -1.750 -0.305 0.0 0.0 -0.1
C -3.594 6.132 3.058 0.0 0.0 0.0
C -3.144 4.705 3.344 0.0 0.1 0.0
N -2.143 4.228 2.414 0.0 -0.1 0.0
C -1.933 2.786 2.474 -0.1 -0.1 0.0
C -1.368 2.200 3.773 0.1 0.0 0.0
C -0.950 5.043 2.308 0.0 0.2 -0.1
C -0.140 5.311 3.584 0.1 0.0 0.0
H -3.917 6.233 2.021 0.0 0.0 0.0
H -4.434 6.392 3.704 0.0 0.0 0.0
H -2.801 6.858 3.245 0.0 0.0 0.0
H -4.013 4.049 3.252 0.1 -0.1 0.0
H -2.815 4.641 4.395 0.0 0.0 0.0
H -1.292 2.489 1.643 0.0 0.1 0.0
H -2.890 2.301 2.272 0.0 0.1 0.0
H -0.307 2.420 3.898 0.0 0.0 0.0
H -1.471 1.114 3.746 0.0 0.0 0.0
H -1.902 2.558 4.656 0.0 0.0 0.0
H -1.235 6.010 1.881 0.0 0.0 0.0
H -0.299 4.588 1.558 0.0 -0.1 0.0
H -0.777 5.605 4.420 0.0 0.0 0.0
H 0.563 6.130 3.410 0.0 0.0 0.0
H 0.445 4.445 3.891 -0.1 0.0 0.1
```
Forces are in eV/Å.

Values from the calculation:
Spin multiplicity ... 1
Net charge ... -1
HOMO-LUMO gap ... 6.512 eV
E_HOMO ... -3.88 eV

Mulliken population analysis, charges in e, atoms 1 to 6: -1.306, -0.452, -0.031, -0.509, 0.409, 0.299